No. 1
Molecular formula: C48H43AlN3O4S3
Method: DFT, ωB97M-V with the def2-TZVPD basis set

Results
M ... 849.1 g mol⁻¹
Total charge ... +1
Calculated total energy ... -102238.738 eV
ΔE to the lowest compared entry with this formula, charge and spin ... 0.003 eV

```
102
Properties=species:S:1:pos:R:3:forces:R:3
S -0.6483 -0.6725 2.8021 -0.1109 0.0359 -0.0410
S -0.0596 2.7317 -0.1615 0.1156 -0.0682 0.0432
S -2.2379 -2.0528 0.0533 0.0759 0.0570 0.0702
Al 0.8607 0.8328 0.4503 0.0378 0.3428 -0.1147
O 0.3565 -0.2844 -0.7481 0.0522 -0.4913 -0.0995
O 0.4129 -0.9894 -2.8419 -0.0010 -0.0350 0.0219
O -3.1815 -2.0441 -1.0889 -0.0303 -0.0288 -0.0041
O 0.4461 0.1025 2.0294 -0.0490 0.1119 0.2709
N 2.7440 0.8827 0.5223 -0.1129 -0.0261 -0.0152
N 4.8589 -0.1401 0.3606 0.0087 0.0077 0.0078
N 2.9328 -1.3646 -0.0097 0.0541 0.1440 0.0542
C 4.7462 2.2798 0.1700 0.0162 -0.0254 -0.0022
C -4.4595 1.6976 2.1203 -0.0078 -0.0051 0.0010
C -4.8623 -2.2783 5.9412 -0.0108 -0.0136 0.0094
C 0.7361 -5.4219 -0.8184 0.0410 -0.0098 0.0138
C 5.6316 -1.3625 0.1507 -0.0325 -0.0115 0.0083
C -2.0857 1.6496 2.5411 -0.0132 0.0519 0.0309
C -2.2470 1.9277 -4.1139 0.0002 0.0234 -0.0095
C -1.0720 -3.3852 -0.2413 -0.0463 0.0159 -0.0017
C 0.4889 0.8028 4.8584 0.0010 0.0342 -0.0117
C -5.6419 2.4298 1.8599 0.0043 0.0160 0.0078
C -0.1350 -4.9473 -1.7893 0.0107 0.0005 -0.0135
C -3.8890 -4.7186 2.6439 -0.0167 0.0011 -0.0038
C 0.0662 -0.1565 -2.0442 -0.0715 0.2067 0.0124
C 3.6082 -2.5063 -0.6358 0.0245 -0.0120 0.0626
C -3.3113 -4.1763 1.5391 -0.0435 -0.0247 -0.0253
C -1.6953 3.2494 -2.1892 0.0104 -0.0150 0.0099
C -5.7621 -0.3575 1.9438 0.0155 -0.0278 -0.0062
C 0.1449 0.2117 7.1825 0.0016 -0.0070 0.0274
C -6.8267 1.7861 1.6539 -0.0015 -0.0315 -0.0125
C -0.7487 1.0473 -2.4189 0.0282 0.0150 -0.0259
C -3.3208 -0.4614 2.4064 0.0363 -0.0163 -0.0902
C 0.6949 1.0422 6.2067 0.0046 0.0115 -0.0154
C -6.8846 0.3765 1.6946 -0.0132 0.0110 0.0082
C -1.4338 0.9244 -3.6305 0.0130 -0.0566 0.0498
C 0.3559 0.5018 8.6420 -0.0191 0.0079 -0.0272
C -3.0458 -2.7889 1.4874 -0.0491 0.0205 -0.0353
C -0.2774 -0.2899 4.4912 -0.0093 -0.1051 -0.0107
C -2.3771 3.0991 -3.3817 -0.0164 -0.0226 -0.0221
C 1.6988 -6.5426 -1.1072 -0.0380 0.0485 0.0234
C -4.0029 -2.5103 3.6908 0.0415 0.0108 0.0676
C 5.0293 -2.1385 -1.0031 -0.0254 0.0332 -0.0280
C -0.8742 2.2383 -1.6837 -0.0661 0.0165 0.0128
C -3.4206 -1.9517 2.5091 0.0654 -0.0143 0.0003
C -3.2232 2.3595 2.3257 0.0115 -0.0060 -0.0065
C -0.8201 -1.1510 5.4350 -0.0169 0.0219 -0.0216
C 0.6928 -4.8446 0.4544 0.0369 0.0381 -0.0247
C -0.1971 -3.8276 0.7459 0.0266 0.0083 0.0221
C -4.7502 -4.4665 4.9475 -0.0006 -0.0090 -0.0126
C 5.5749 1.1029 0.6374 -0.0459 0.0337 -0.0168
C -4.3490 -1.7099 4.8106 0.0116 0.0119 -0.0145
C 3.5176 -0.1842 0.2955 0.0697 -0.1675 -0.1906
C -1.0418 -3.9309 -1.5082 0.0228 0.0129 -0.0527
C -5.0642 -3.6737 6.0129 0.0004 0.0205 0.0058
C -2.1506 0.2408 2.5596 0.0743 -0.0469 0.0869
C -4.2142 -3.9079 3.7616 0.0089 0.0322 0.0093
C -4.5168 0.2827 2.1684 -0.0262 0.0207 -0.0620
C 3.3836 2.1785 0.8150 -0.0777 -0.0975 0.1652
C -0.6123 -0.8860 6.7777 0.0043 0.0018 0.0055
H 2.7187 -6.2633 -0.8363 0.0000 -0.0116 -0.0063
H 1.6874 -6.8141 -2.1613 -0.0009 0.0001 0.0027
H -1.0349 -1.5507 7.5213 0.0123 0.0083 -0.0038
H 6.6582 -1.0727 -0.0615 0.0055 0.0308 0.0135
H -1.3092 -0.0015 -4.1746 -0.0098 0.0121 -0.0155
H -1.1403 2.1539 2.6828 0.0004 -0.0068 -0.0023
H -4.9022 -5.5380 4.9930 -0.0122 0.0104 -0.0027
H 6.5259 1.0605 0.1084 0.0110 -0.0160 -0.0002
H -7.8271 -0.1255 1.5212 0.0058 0.0062 -0.0112
H 0.3266 -0.4116 9.2341 0.0040 0.0049 0.0024
H 3.0388 -2.7898 -1.5201 -0.0686 -0.0070 0.0080
H 1.3109 0.9966 8.8125 -0.0001 -0.0066 0.0027
H -5.5855 3.5107 1.8198 -0.0005 -0.0088 0.0061
H -5.1224 -1.6559 6.7877 0.0070 -0.0051 -0.0067
H -3.1924 3.4414 2.2959 -0.0057 -0.0056 -0.0084
H -4.1984 -0.6381 4.7658 -0.0043 -0.0178 0.0085
H 2.7206 2.9627 0.4517 -0.0078 0.0179 -0.0291
H 1.4390 -7.4288 -0.5257 0.0176 -0.0110 -0.0164
H 1.2965 1.8908 6.5085 0.0017 -0.0096 0.0010
H 0.9273 1.4454 4.1064 -0.0029 -0.0065 0.0048
H -0.2328 -3.4113 1.7468 -0.0076 0.0018 -0.0249
H 5.7881 1.1852 1.7074 0.0313 -0.0104 0.0052
H 5.0333 -1.5068 -1.8939 0.0434 -0.0298 -0.0176
H -3.0587 -4.7938 0.6867 0.0282 0.0054 0.0177
H 5.6342 -1.9678 1.0627 0.0267 -0.0001 0.0061
H 5.6115 -3.0336 -1.2158 -0.0090 -0.0124 0.0038
H -1.7254 -3.5591 -2.2606 -0.0034 -0.0059 0.0082
H -5.4717 -4.1099 6.9154 -0.0027 -0.0014 -0.0101
H 3.5956 -3.3496 0.0577 0.0032 -0.0088 0.0134
H 5.2302 3.2141 0.4512 -0.0013 0.0098 -0.0077
H -4.1074 -5.7789 2.6848 0.0276 0.0037 0.0121
H -0.1117 -5.3766 -2.7836 -0.0006 -0.0003 0.0058
H 1.3612 -5.2095 1.2269 -0.0121 0.0028 0.0012
H -2.7720 1.8019 -5.0508 -0.0038 -0.0121 0.0107
H -1.4028 -2.0118 5.1258 -0.0070 -0.0018 0.0188
H -3.0099 3.9010 -3.7398 0.0122 0.0040 0.0069
H 3.4826 2.3070 1.8988 0.0001 -0.0002 0.0051
H 1.9404 -1.3167 -0.2054 -0.0657 0.0026 -0.1011
H -1.7872 4.1706 -1.6282 -0.0009 -0.0036 -0.0049
H -5.8163 -1.4380 1.9549 0.0004 0.0167 0.0000
H 4.6483 2.2579 -0.9175 0.0044 0.0139 0.0028
H -0.4295 1.1634 9.0136 0.0030 -0.0062 -0.0009
H -7.7256 2.3519 1.4480 0.0072 0.0028 0.0117
```
Forces are in eV/Å.

Atom charges from the Löwdin analysis, given in e for atoms 1 to 4: number 1, S, carries 1.185; number 2, S, carries 0.830; number 3, S, carries 0.991; number 4, Al, carries -0.138

---

No. 2
Molecular formula: C48H43F5N4O2SeSiTl
Method: DFT, ωB97M-V with the def2-TZVPD basis set

Results
M ... 1114.3 g mol⁻¹
Total charge ... -1
Calculated total energy ... -152035.331 eV
ΔE to the lowest compared entry with this formula, charge and spin ... 0.671 eV

```
105
Properties=species:S:1:pos:R:3:forces:R:3
Tl 0.8112 0.1660 -0.1415 0.4816 -0.0635 -0.0879
Se 1.7355 0.8249 3.4658 -0.0669 -0.0580 -0.0319
Si 2.1778 -1.8243 -2.8948 0.0287 -0.1530 -0.2228
F 2.8401 -1.7800 4.8051 -0.0508 -0.0164 -0.0197
F 4.4306 2.3957 3.2052 -0.0391 0.0295 -0.0131
F 6.8974 1.7042 3.9266 -0.0035 0.0258 -0.0114
F 7.3865 -0.7085 5.0810 0.0353 -0.0060 0.0134
F 5.3204 -2.4305 5.5054 -0.0091 -0.0167 0.0067
O -2.1727 4.1021 -0.8286 0.0424 0.0705 -0.0687
O -1.8498 -0.9195 4.0135 0.1014 -0.0224 0.0199
N -1.8814 1.0068 0.9858 -0.0626 -0.0115 -0.0477
N -0.4335 -1.7434 -1.9109 -0.4677 0.0479 0.0218
N -0.9770 2.3061 -1.4724 0.0896 -0.0656 -0.1236
N -0.8009 -1.4831 2.0938 -0.0416 -0.0645 0.1276
C -2.1844 0.5800 2.2065 0.0173 -0.2227 0.1534
C 3.9612 -2.0602 -7.2740 -0.0300 0.0021 0.0363
C -1.9204 -3.5686 -0.9903 0.0630 0.0583 -0.0713
C 3.8060 -0.8756 4.5571 -0.0169 -0.0310 0.0364
C -1.4954 3.5917 -4.8773 -0.0198 -0.0621 -0.0217
C -3.0111 3.0601 1.4895 -0.0378 0.0507 -0.0339
C -0.9762 -1.9907 4.4161 0.0133 0.0032 0.0556
C -1.0737 1.8623 -6.4975 -0.0155 0.0421 0.0283
C 3.0919 -5.7224 -1.6451 -0.0215 0.0462 -0.0076
C -3.3785 2.5817 2.7330 0.0254 -0.0090 -0.0426
C 5.0857 -1.2367 4.9335 -0.0564 -0.0760 0.0099
C 3.4942 0.3468 3.9634 0.0021 0.0188 0.0187
C 2.8685 -2.0330 -4.6685 0.0913 -0.0431 -0.0569
C -1.2181 -6.0917 2.7060 0.0284 0.0394 0.0060
C 6.1367 -0.3694 4.7234 0.0749 -0.0188 0.0098
C -1.2426 -4.7710 3.1442 -0.1083 0.0436 -0.1642
C -0.5287 -2.9200 -1.0231 0.0902 -0.0320 0.0364
C -1.6139 3.0951 -6.1723 0.0259 -0.0146 0.0367
C 4.3255 -3.0274 -6.3485 -0.0409 0.0076 -0.0017
C -1.7709 2.8160 -0.6334 -0.0793 -0.0247 0.3211
C -0.2478 -2.3981 3.1267 -0.0284 -0.0767 -0.1520
C -0.6557 3.3538 -2.4661 -0.1082 -0.0782 -0.0703
C 4.0409 -4.2219 -0.0281 -0.0352 0.0289 -0.0154
C 2.5733 -4.6367 -2.3394 0.0070 0.0038 0.0163
C -2.7653 -2.0655 -2.8039 -0.0097 -0.0407 0.0012
C -0.2621 1.6423 -4.2434 -0.0165 -0.0066 0.0446
C -0.3882 1.1403 -5.5274 -0.0530 -0.0008 -0.0669
C -1.5090 4.5572 -2.0197 0.0223 -0.0880 0.0278
C 2.5662 -0.2894 -2.0691 -0.0754 0.2057 0.2276
C -1.7578 -1.1448 -2.1001 0.0344 -0.1601 0.0378
C 3.7830 -3.0126 -5.0667 -0.0372 0.0666 -0.0489
C 0.7369 -5.6200 1.3992 -0.0189 -0.0847 -0.0688
C 3.0584 -1.0700 -6.9037 0.0017 -0.0207 0.0201
C 4.5903 1.1904 3.7680 0.0240 -0.0039 0.0070
C 0.7069 -4.3080 1.8411 0.0515 0.0062 0.0879
C -2.2619 2.2370 0.6554 -0.0159 0.2069 -0.2421
C 2.7863 -3.3225 -1.9106 0.1849 0.0243 0.1257
C 0.2978 -2.0119 -3.1548 0.0118 0.0868 -0.0395
C -2.5563 -3.5274 -2.3762 0.0249 0.0276 0.0260
C 5.8795 0.8522 4.1356 -0.0031 0.0604 -0.0344
C -2.9395 1.3303 3.1086 -0.0187 -0.0987 0.0453
C -0.2345 -6.5188 1.8276 0.0177 0.0682 0.0033
C 2.5316 -1.0606 -5.6201 -0.0096 -0.0237 0.0722
C -0.8420 2.8604 -3.8926 0.0231 0.0797 0.0118
C -0.2932 -3.8565 2.7027 0.0941 0.0399 0.0941
C -1.5827 -0.6978 2.6989 -0.1047 0.2298 0.0007
C 3.5211 -3.1403 -0.7334 -0.0784 -0.0743 -0.0383
C 3.8348 -5.5153 -0.4891 0.0263 0.0420 -0.0369
H -1.1731 1.4677 -7.5008 0.0037 0.0067 0.0053
H 4.3817 -2.0706 -8.2726 0.0043 -0.0012 0.0088
H -0.2593 -2.6205 -0.0113 0.0315 -0.0425 0.0619
H -3.1471 0.9284 4.0877 0.0070 0.0041 0.0037
H -0.9099 5.4270 -1.7593 0.0214 0.0309 -0.0087
H 1.9924 -4.8181 -3.2399 0.0259 0.0081 0.0015
H 4.0941 -3.7748 -4.3618 -0.0026 -0.0023 0.0178
H 2.4088 0.6153 -2.6693 0.0430 -0.0515 0.0315
H 4.2460 -6.3590 0.0523 -0.0070 0.0044 0.0111
H -2.5601 -3.0413 -0.2749 0.0038 -0.0181 0.0020
H 1.8577 -0.2540 -5.3383 0.2170 -0.1140 0.0003
H -3.2745 4.0546 1.1658 -0.0229 0.0002 -0.0016
H -1.6500 -0.2144 -2.6470 0.0531 0.2020 -0.0970
H -1.8213 -4.5928 -0.6295 0.0077 -0.0518 0.0648
H 3.6781 -2.1332 -0.3596 0.0352 -0.0514 -0.0235
H -0.2749 -1.5893 5.1443 0.0154 0.0060 0.0268
H 2.7777 -0.2979 -7.6119 -0.0019 -0.0112 0.0119
H 0.0364 -2.9900 -3.5908 0.0192 0.0218 -0.0425
H -2.1304 3.6801 -6.9236 0.0027 -0.0094 0.0112
H 0.2976 1.0976 -3.4929 -0.0204 -0.1042 0.0298
H 0.4048 3.5897 -2.3540 0.0620 -0.0247 0.0798
H 2.9144 -6.7301 -2.0023 0.0034 -0.0028 -0.0101
H -2.0276 -4.4661 3.8237 -0.0120 0.0333 0.0109
H -2.6850 -1.9673 -3.8899 0.0173 -0.0138 0.0189
H -3.9658 3.1878 3.4101 0.0093 0.0062 -0.0076
H 0.0556 0.1853 -5.7819 -0.1334 0.0691 0.0054
H -1.9694 -6.7866 3.0612 -0.0058 0.0044 -0.0086
H -3.7735 -1.7370 -2.5312 0.0007 0.0031 -0.0448
H -2.1345 -0.8718 -1.1098 0.0487 -0.0042 0.0084
H -1.9179 4.5635 -4.6625 -0.0252 0.0193 0.0327
H 1.4883 -3.6222 1.5344 -0.0260 0.0330 -0.0742
H -2.2725 4.8473 -2.7343 -0.0868 0.0007 -0.0466
H 0.0057 -1.2678 -3.9083 -0.0159 -0.0090 0.0951
H 3.5438 -0.2425 -1.5808 -0.0417 0.0387 -0.0891
H -1.8908 -4.0338 -3.0815 -0.0118 0.0046 -0.0080
H 5.0376 -3.7974 -6.6244 -0.0100 0.0114 0.0125
H 0.8013 -2.1184 3.2442 0.0473 0.0725 -0.1536
H 1.5230 -5.9410 0.7232 -0.0956 0.0597 0.0849
H -0.2133 -7.5466 1.4859 -0.0091 0.0083 0.0110
H -1.5841 -2.7672 4.8733 -0.0315 -0.0508 -0.0034
H -3.5019 -4.0732 -2.3932 -0.0076 -0.0062 0.0029
H 0.2096 -3.6539 -1.3543 -0.0564 0.0185 0.0326
H 4.6053 -4.0543 0.8819 -0.0096 0.0076 -0.0114
```
Forces are in eV/Å.

Atom charges from the Löwdin analysis, given in e for atoms 1 to 4: number 1, Tl, carries 0.764; number 2, Se, carries 0.486; number 3, Si, carries 0.517; number 4, F, carries 0.047

---

- What is the calculated total energy in the second record?
  -152035.331 eV